1.
63
Properties=species:S:1:pos:R:3:forces:R:3:mulliken_spin:R:1 method="wB97M-V/def2-TZVPD" e_lumo_ev="-6.75 / -8.20" homo_lumo_gap_ha="0.1693 / 0.2066" charge=+2 spin_multiplicity=5 molar_mass_da=604.4 e_above_lowest_kj_mol=0.0 energy_ev=-82179.9159
H 1.68801 1.13219 -3.13215 0.0 0.0 0.0 0.00
C 0.62285 -0.36927 5.25400 0.0 0.0 0.1 0.29
C 1.43786 0.78514 5.28008 0.1 0.1 -0.1 0.15
N 1.01707 -0.31780 -1.80019 0.3 0.1 -0.1 0.05
H -5.01157 -3.51631 1.53088 0.0 0.0 0.0 0.00
H -5.17076 -1.78026 1.75094 0.0 0.0 0.0 0.00
H 1.32753 2.12737 6.89890 0.0 0.0 0.0 0.05
H 3.39901 0.78957 -0.62944 0.0 0.0 0.0 0.00
C 1.22707 1.01201 2.87875 0.1 0.2 -0.2 0.03
H -2.83135 -1.62687 0.72037 0.0 0.0 0.0 0.00
C -0.65081 -3.10094 -3.45909 0.0 -0.1 -0.1 0.00
H -1.07538 -2.32436 2.14082 0.0 0.0 0.0 -0.07
C -0.80236 -1.97233 4.11661 0.0 0.0 0.0 0.42
I -1.83325 1.89391 -2.10713 0.1 0.0 0.0 -0.03
H -4.12513 -3.98833 -0.38719 0.0 0.0 0.0 0.00
C -2.50511 -3.48163 3.25410 0.1 -0.1 0.0 -0.02
H -2.46094 -4.30061 2.53375 0.0 0.0 0.0 0.00
H 2.85008 -0.16261 -2.83599 0.0 0.0 0.0 0.00
H 2.34202 2.51741 1.82502 0.0 0.0 0.0 0.00
C 1.87451 2.30238 -0.58858 -0.1 -0.1 0.1 -0.02
H -4.57363 -3.22160 3.79913 0.0 0.0 0.0 0.00
C 0.07285 -0.86898 4.08248 0.1 0.1 -0.1 0.03
C -3.40923 -3.17191 -0.34482 0.0 0.0 -0.1 0.00
C -3.83387 -2.72083 3.17258 0.0 0.0 0.0 0.02
H 1.10833 2.70605 -1.25445 0.0 0.0 0.0 0.00
N -3.48756 -2.40831 0.70142 0.0 0.0 0.1 0.00
H -3.68890 -1.72968 3.60725 0.0 0.0 0.0 0.00
H 1.20927 -1.40258 -3.50846 0.0 0.0 0.0 0.00
H -2.53990 -5.79289 -4.40271 0.0 0.0 0.0 0.00
Co -0.07395 0.16602 -0.12771 -0.1 -0.5 -0.3 2.17
H -3.36540 -4.74255 -2.39678 0.0 0.0 0.0 0.00
H 0.41616 -0.86437 6.19475 0.0 0.0 0.0 0.02
C -1.67344 -4.05088 -3.49038 0.1 0.1 0.0 0.00
C 1.60745 1.72635 1.66621 0.0 -0.1 0.1 -0.05
O -0.02584 -0.63005 1.73929 0.1 0.0 0.1 0.28
C -0.50095 -2.14059 -2.46134 0.0 0.0 0.0 0.00
C -2.47512 -3.05759 -1.40938 -0.1 -0.1 0.1 0.01
C -1.44450 -2.07777 -1.40422 0.1 0.1 0.1 -0.01
H -0.82509 -5.58370 -4.73732 0.0 0.0 0.0 0.00
C 1.96362 1.29682 6.56869 0.0 0.0 0.0 -0.01
C 1.73110 1.47815 4.08029 -0.1 -0.1 0.1 0.37
H 1.95478 0.54178 7.35088 0.0 0.0 0.0 0.00
H 0.08338 -3.11155 -4.25914 0.0 0.0 0.0 0.00
C -1.41448 1.54978 -0.08694 -0.3 0.4 0.1 -0.26
H -1.07274 -2.36318 5.09013 0.0 0.0 0.0 0.02
H -2.01217 -4.56362 -5.54900 0.0 0.0 0.0 0.00
H -2.28415 1.09038 0.37445 0.0 0.0 0.1 0.02
C 2.12805 0.49957 -2.35586 -0.1 0.0 0.0 0.00
H 2.41041 3.13904 -0.13860 0.0 0.0 0.0 0.00
O -1.39222 -1.21057 -0.44021 -0.1 -0.1 -0.1 0.01
C 0.42217 -0.16254 2.82946 -0.2 -0.2 0.1 0.16
C -4.46300 -2.60876 1.78171 0.1 0.0 -0.1 0.00
N -1.34455 -2.62529 3.06601 0.0 0.0 0.1 0.26
C -1.76784 -5.05312 -4.60594 0.0 0.0 0.0 0.00
H -2.41409 -3.93463 4.24104 0.0 0.0 0.0 0.00
H -1.10504 2.46534 0.40193 -0.1 0.0 0.0 0.01
H 2.35853 2.35830 4.11810 0.0 0.0 0.0 0.03
N 1.21143 1.52324 0.46713 0.2 0.2 0.1 0.03
H 3.54783 1.99497 -1.89067 0.0 0.0 0.0 0.00
C -2.56407 -4.01246 -2.44197 0.0 0.0 0.0 0.01
C 2.82665 1.38394 -1.34574 0.0 0.0 0.0 0.01
C 0.63324 -1.25047 -2.59280 -0.1 0.0 0.1 -0.01
H 2.96794 1.70458 6.45417 0.0 0.0 0.0 0.01

=====

2.
69
Properties=species:S:1:pos:R:3:forces:R:3:mulliken_spin:R:1 method="wB97M-V/def2-TZVPD" e_lumo_ev="4.72 / 4.71" homo_lumo_gap_ha="0.1574 / 0.2152" charge=-2 spin_multiplicity=3 molar_mass_da=613.6 e_above_lowest_kj_mol=99.9 energy_ev=-91830.2783
S 2.86603 -2.54622 -2.06990 -0.2 -0.2 -0.1 0.01
O -0.57452 0.41121 1.21911 -1.5 0.1 0.5 -0.05
H 2.88910 -1.89280 1.70358 -0.1 0.2 0.2 0.00
H -3.96414 2.26026 -0.10518 0.0 0.0 0.0 0.00
C -2.59353 0.81480 2.39931 -0.4 0.0 0.2 -0.09
H -2.86201 -2.97925 3.11261 0.0 0.0 0.0 0.04
C -1.61821 -1.41376 2.34415 -0.1 -0.3 0.0 -0.43
N 3.12477 -1.33056 0.89743 0.2 0.0 -0.4 0.00
H -2.87467 4.51571 -1.70061 0.0 0.0 0.0 0.00
H -1.25009 -0.92170 -0.44430 0.1 0.0 0.1 0.04
H -1.50367 -4.71537 -2.31918 0.0 -0.1 0.0 0.00
H 5.16018 0.50409 -0.69007 0.2 0.0 -0.1 0.00
H -2.96507 2.05889 -1.56703 0.0 0.0 0.0 0.00
H -4.53634 0.97109 3.31621 0.0 0.0 0.0 0.02
S 2.04489 1.36408 2.25288 -0.2 -0.4 0.2 -0.02
H -4.75248 -1.48023 3.70804 0.0 0.0 0.0 -0.01
H -0.24798 3.21999 -4.81669 0.0 0.0 0.0 0.00
Ti 1.03948 -0.15104 0.37829 1.7 0.9 1.1 1.15
C -2.72950 4.54181 -0.60434 0.1 0.0 -0.1 0.00
H -0.88156 4.17686 -2.62723 0.0 0.0 0.0 0.00
N 3.04272 0.61762 -0.72526 0.1 -0.4 0.0 0.01
C -1.56807 -0.03284 2.00611 0.8 0.3 -0.4 0.15
H 1.00175 0.20423 5.41380 0.0 0.0 0.1 0.00
H 5.25089 -1.11350 0.95068 0.1 -0.1 -0.1 0.00
F 1.51937 -4.79375 -4.00914 0.2 0.0 -0.4 0.00
C -2.93672 2.17175 -0.47144 0.1 0.0 -0.1 -0.01
H 0.83553 0.95572 -4.86320 0.0 0.0 0.0 0.00
N -2.16746 3.33034 -0.05459 0.0 -0.1 0.1 0.00
H -2.52153 1.86572 2.13412 0.0 -0.1 0.1 -0.01
C 0.42680 -3.86750 -2.09469 1.0 0.0 -0.2 0.00
H -0.26293 4.15561 -0.11074 0.0 0.0 0.0 0.00
H -0.52967 -3.15734 1.54917 0.0 0.0 -0.1 0.09
C -0.23033 2.48010 -1.47398 0.2 0.1 0.0 -0.02
H -2.51004 1.26468 -0.04802 0.1 0.1 -0.1 0.01
C -0.70005 3.15559 -0.19195 -0.2 0.1 -0.3 0.00
C 1.07328 -5.06553 -2.77695 -0.5 0.7 0.5 0.00
H 2.88640 1.47226 -1.24028 0.0 0.2 0.1 0.00
C -0.45113 -2.17304 2.00518 0.4 0.0 0.2 0.67
H 3.05317 -0.13101 -1.42074 0.0 0.0 -0.1 0.00
C -0.06978 2.66464 -3.90223 0.0 -0.2 0.2 0.01
H 1.55803 1.67597 4.84721 0.0 0.0 0.0 0.00
H -2.08244 5.39170 -0.37251 0.0 0.0 0.0 0.00
H 4.30514 -0.07840 2.03148 0.1 0.0 0.1 0.00
C -1.57708 -2.79376 -1.38758 0.1 0.3 0.1 0.00
N 0.79519 -1.63751 2.14268 -0.3 0.3 0.6 0.05
C -0.77836 -1.78545 -0.89631 -0.8 -0.1 0.0 -0.03
C -2.80214 -1.91448 2.90242 -0.1 0.1 0.1 0.18
C -3.85587 -1.07202 3.25255 0.2 0.0 -0.1 -0.10
C 4.32270 0.60508 0.00190 -0.3 0.2 -0.1 0.00
C 0.76819 0.74006 -2.72586 0.0 -0.2 0.1 0.00
H 4.41963 1.55910 0.51657 0.0 0.1 0.0 0.00
N 0.90437 -0.93564 3.39718 0.1 0.1 -0.7 0.04
C 0.41255 1.21558 -1.43731 -0.4 0.2 -0.4 0.02
H 3.21937 -1.95009 0.09252 0.0 -0.1 0.0 0.00
F 2.08247 -5.59152 -2.08689 0.3 -0.2 0.2 0.00
H -3.71355 4.73719 -0.16017 0.0 -0.1 0.0 0.00
F 0.17600 -6.08412 -2.93587 0.0 0.0 0.0 0.00
N 0.55449 -1.77265 -0.94952 0.1 -0.5 -0.8 -0.02
C 1.20276 -2.73114 -1.65594 0.0 -0.6 -0.2 0.05
H -0.34579 2.57831 0.64981 0.0 -0.2 0.2 0.01
C 1.47120 0.21404 3.47647 -0.1 -0.1 0.0 0.08
H 1.26285 -0.23088 -2.81205 -0.1 0.1 0.0 0.00
C -0.93225 -3.87060 -1.96271 -0.5 -0.3 0.0 0.02
N 1.66964 0.67240 4.81436 0.0 0.0 -0.2 -0.01
C 4.33571 -0.52364 1.04351 -0.4 -0.1 0.0 0.00
H -2.65019 -2.72778 -1.28559 0.0 0.0 0.0 0.00
C 0.53711 1.41170 -3.92360 -0.1 0.1 0.1 0.00
C -3.73399 0.29973 3.03072 0.2 0.0 -0.1 0.16
C -0.43864 3.18718 -2.67037 0.1 -0.2 0.1 -0.01

=====

3.
66
Properties=species:S:1:pos:R:3:forces:R:3:mulliken_spin:R:1 method="wB97M-V/def2-TZVPD" e_lumo_ev="2.14 / 2.13" homo_lumo_gap_ha="0.1279 / 0.2112" charge=-1 spin_multiplicity=5 molar_mass_da=606.6 energy_ev=-52815.2087
H 3.07486 4.25240 -8.47550 0.2 0.0 0.0 0.00
C 2.77963 -0.26951 -2.76399 -0.2 -0.7 0.4 0.04
F -2.78033 -1.33664 -0.76028 -0.2 -0.6 0.0 0.00
C 3.24090 0.19960 -6.39816 0.2 0.2 0.0 0.00
F -2.84049 -3.17350 -2.66890 -0.1 -0.2 -0.7 0.01
H 1.35296 -2.54807 -6.02049 0.0 0.1 0.2 0.00
C 0.03333 1.93043 0.23316 -0.2 0.4 -0.5 0.12
F -1.78485 -1.44358 -3.48171 0.1 -0.8 0.5 0.00
H 4.38574 4.97222 -7.51735 0.0 -0.1 -0.3 0.00
C 5.54274 1.24875 -6.28644 0.7 -1.4 -0.7 0.00
H 3.14044 -1.16651 -2.24384 0.0 0.3 0.0 0.01
H -0.00188 1.81069 -3.11447 0.1 0.0 0.2 0.01
C 3.72165 2.69290 -6.53869 -1.5 1.2 0.9 0.00
H 7.67452 2.45391 -7.11523 0.1 -0.1 0.2 0.00
C 1.40118 -1.92222 -0.06373 0.4 -0.3 1.5 0.01
H 4.81960 1.86877 -3.87249 -0.5 -0.1 -0.1 0.00
C 1.14372 -2.30674 -4.96732 -0.4 -0.2 0.0 0.00
H -1.79918 0.70249 0.72699 0.2 0.1 -0.1 0.00
H 0.61413 0.03681 2.59948 0.1 0.1 -0.3 0.00
O 1.44001 -0.56744 -3.20251 1.0 0.0 -2.5 -0.02
O 2.89253 3.48642 -6.11344 1.1 -1.1 -0.7 0.00
C 3.67241 -0.02225 -3.95972 0.5 0.4 0.0 0.00
H 3.85744 -0.33643 -7.12329 -0.2 0.0 0.0 0.00
O 6.34105 2.06170 -5.57733 -0.1 0.0 -0.2 0.00
H 8.16017 2.88169 -5.43279 0.1 -0.1 -0.1 0.00
H 3.17440 0.27825 1.79199 -0.2 0.1 -0.3 0.01
H 1.75330 -2.96241 -4.33434 -0.2 0.1 -0.1 0.00
H -0.49304 -0.05240 -4.90169 0.2 0.0 0.0 0.00
O 5.96801 0.53619 -7.17892 -0.4 0.6 1.0 0.00
F -0.66266 -3.25586 -2.85189 -0.7 0.5 0.0 0.00
C -0.14766 1.67243 -2.04855 -0.9 0.2 0.6 0.25
H 3.57496 -1.38727 -0.26643 -0.2 0.2 0.2 0.01
C -1.71148 -2.44023 -2.54975 -0.4 -0.1 1.3 0.05
H 0.40243 -0.14838 -6.42800 0.0 0.1 0.1 0.00
H 4.65253 -0.49432 -3.78268 -0.3 0.0 -0.1 0.00
O 4.43962 2.91263 -7.65397 -0.6 0.2 0.2 0.00
C 1.07667 -0.45247 1.74484 0.3 -1.0 -0.1 0.37
C 2.62039 -1.19844 0.22189 -0.2 -0.3 0.8 0.33
C -1.06464 1.01960 -0.00607 -0.9 1.8 -0.7 0.09
C 0.58121 2.30893 -1.00141 -0.1 0.2 0.4 0.05
C 4.13928 4.17796 -8.23389 0.1 0.4 -0.2 0.00
H 2.34626 0.56968 -6.90884 0.1 -0.2 0.2 0.00
H 0.79930 1.12593 -5.22929 -0.1 0.0 -0.1 0.00
H 8.17939 1.16485 -5.98116 -0.1 0.2 0.0 0.00
C 2.41045 -0.33570 1.31917 0.2 -0.3 0.0 -0.03
C -1.26260 0.96788 -1.46293 -0.4 1.6 0.1 -0.03
C 0.49101 0.08448 -5.36009 -0.1 0.0 0.1 0.00
H 2.75199 0.56410 -2.04409 -0.1 -0.3 -0.2 -0.05
C 0.40156 -1.43631 0.92510 1.6 -0.8 1.0 -0.18
H 0.35568 2.26890 1.21460 0.1 -0.2 -0.3 0.02
H 4.75882 4.23821 -9.12725 -0.1 0.1 0.1 0.00
C -1.56706 -1.92372 -1.09670 0.2 -0.2 -1.5 0.16
C 4.07850 1.38382 -5.87564 0.9 0.5 -0.1 0.00
Ru 0.05301 -0.54888 -0.90021 1.1 0.3 -1.6 2.73
H 1.33172 -2.87707 -0.58384 0.1 0.2 0.1 0.01
C 7.68279 2.13642 -6.06667 0.0 0.1 0.0 0.00
C 3.92075 1.43940 -4.34351 -0.3 0.2 -0.2 0.01
H 1.39343 3.01977 -1.15781 -0.1 -0.4 0.1 0.02
H -2.17446 0.67451 -1.97043 0.3 -0.1 0.1 0.01
C 2.96318 -0.66029 -5.15781 0.0 -0.4 0.4 0.00
H 3.05372 2.07845 -4.11657 0.2 -0.2 0.0 0.00
C 1.48858 -0.85337 -4.70848 0.1 0.0 1.1 0.01
H 3.39758 -1.65797 -5.32527 -0.3 0.3 0.1 0.00
H -0.45454 -2.00696 1.25944 0.1 0.1 0.0 0.01
H 0.08894 -2.50361 -4.78187 0.2 0.0 0.0 0.00
F -1.44109 -3.08474 -0.34533 -0.7 -0.3 -0.1 0.00

=====

4.
71
Properties=species:S:1:pos:R:3:forces:R:3:mulliken_spin:R:1 method="wB97M-V/def2-TZVPD" e_lumo_ev="-8.64 / -12.33" homo_lumo_gap_ha="0.2943 / 0.1584" charge=+3 spin_multiplicity=2 molar_mass_da=835.9 e_above_lowest_kj_mol=0.0 energy_ev=-95339.6614
F 1.99788 2.95306 2.05837 0.0 0.0 0.0 0.00
C -0.58940 1.63957 -4.76103 0.0 0.0 0.0 0.04
H -1.93582 1.96461 -6.39057 0.0 0.0 0.0 0.00
C -2.86436 0.60350 -0.10165 0.0 0.0 0.0 0.00
H -1.39982 -1.63581 -1.52035 0.0 0.0 0.0 0.00
H 1.77616 0.07222 -7.41082 0.0 0.0 0.0 0.00
N 1.58951 -1.50198 -0.75362 0.0 0.1 0.0 0.00
H 3.17711 -4.87137 -3.28462 0.0 0.0 0.0 0.00
S -1.47441 1.25036 0.87136 0.0 0.0 0.0 0.00
C -0.42586 -0.28372 2.88619 0.0 0.0 0.0 0.00
C 1.51959 0.54487 -5.33908 0.0 0.0 0.0 0.01
C 2.43830 -4.08537 -3.20199 0.0 0.0 0.0 0.00
H 3.50741 2.71374 -3.53666 0.0 0.0 0.0 0.00
C 1.85910 5.66411 -3.11555 0.1 0.0 0.0 0.23
H -2.04183 -3.38119 0.09704 0.0 0.0 0.0 0.00
F 1.59801 0.93829 0.94609 0.0 0.0 -0.1 0.00
C 0.40413 3.86089 -2.51259 0.0 0.0 0.0 0.07
H -0.15653 -2.70713 -4.88108 0.0 0.0 0.0 0.00
H -0.52501 3.46279 -2.13029 0.0 0.0 0.0 0.00
C 1.46315 2.96608 -2.84679 -0.1 0.0 0.0 0.27
H -1.24787 2.06647 -4.01547 0.0 0.0 0.0 0.01
C 1.49390 -3.89116 -4.19318 0.0 0.0 0.0 0.00
C -1.18292 -2.71554 0.19738 0.0 0.0 0.0 0.00
H 2.94938 -0.39735 1.23843 0.0 -0.1 0.0 0.00
S 1.25890 1.19587 -2.74037 0.0 0.0 0.0 0.02
H 0.40147 0.40542 3.05142 0.0 0.0 0.0 0.00
N -1.43785 -1.42673 -0.52589 0.0 0.0 0.0 0.00
F 3.40534 3.78917 0.37670 0.0 0.0 0.0 0.00
C 2.41340 -3.24100 -2.09942 0.0 0.0 0.0 0.00
H -1.83263 -2.19584 2.19614 0.0 0.0 0.0 0.00
H 3.84162 -1.79366 1.55366 0.0 0.0 0.0 0.00
H -3.14092 -1.35810 0.72438 0.0 0.0 0.0 0.00
H 0.93399 -1.52984 1.99726 0.0 0.0 0.0 0.00
C -0.11427 1.02320 -7.03526 0.0 0.0 0.0 0.04
H -3.80582 0.94167 0.33102 0.0 0.0 0.0 0.00
C -2.81936 -0.90450 -0.21061 0.0 0.0 0.0 0.00
N -0.01230 -1.20764 1.77950 0.0 0.0 0.0 0.00
C 0.60751 5.20029 -2.65109 0.0 0.0 0.0 0.10
H -2.57879 -0.14338 2.50588 0.0 0.0 0.0 0.00
Ir 0.11169 -0.18168 0.00685 0.0 0.0 0.0 0.01
C 2.71791 3.42073 -3.31520 0.0 0.0 0.0 0.00
C 1.46952 -2.22302 -1.96109 0.0 0.0 0.0 0.00
H -0.41742 0.99033 -8.07341 0.0 0.0 0.0 0.00
C -0.91045 -2.40677 1.65809 0.0 0.0 0.0 0.00
C 0.56159 -2.86018 -4.08608 0.0 0.0 0.0 0.00
C -0.97328 1.57614 -6.08705 0.0 0.0 0.0 -0.02
F 3.74442 1.69232 1.38503 0.0 0.0 0.0 0.00
H 3.86662 5.15766 -3.77117 0.0 0.0 0.0 0.00
H 1.48760 -4.53679 -5.06024 0.0 0.0 0.0 0.00
C 0.65545 1.11399 -4.40452 0.0 0.0 0.0 0.05
H -0.45051 -3.26348 2.14896 0.0 0.0 0.0 0.00
C 2.63928 -1.91928 -0.06192 0.0 0.0 0.1 0.00
H -1.85721 1.28406 3.23591 0.0 0.0 0.0 0.00
F 2.99110 1.78292 -0.72446 0.0 0.0 0.1 0.00
H -0.32810 -3.19153 -0.27857 0.0 0.0 0.0 0.00
P 2.58676 2.50297 0.67514 0.1 0.1 0.0 0.01
C 1.12527 0.50917 -6.66589 0.0 0.0 0.0 0.00
C 0.54205 -2.02001 -2.98409 0.0 0.0 0.0 0.00
C 2.91514 4.76341 -3.44044 0.0 0.0 0.0 0.15
H -2.74558 1.08871 -1.07162 0.0 0.0 0.0 0.00
H 2.47153 0.12820 -5.03209 0.0 0.0 0.0 0.00
H 2.02614 6.72902 -3.22480 0.0 0.0 0.0 -0.01
C -1.68694 0.48133 2.52056 0.0 0.0 0.0 0.00
H -0.15758 -1.19546 -2.96044 0.0 0.0 0.0 0.00
F 1.24661 3.02313 -0.05793 0.0 0.0 0.0 0.01
S 3.50334 -3.24100 -0.74344 0.0 0.0 0.0 0.00
H -0.16830 5.91060 -2.40106 0.0 0.0 0.0 0.00
O 0.05252 0.95949 -1.81825 0.0 0.0 0.0 0.00
H -0.58321 -0.85678 3.80188 0.0 0.0 0.0 0.00
N 3.00075 -1.40701 1.14546 0.0 -0.1 0.0 0.00
H -3.50928 -1.25221 -0.98000 0.0 0.0 0.0 0.00